1.
ORCA calculation (ωB97M-V/def2-TZVPD) on one molecule with the formula C5H8O.

Results
E_LUMO ... 0.918 eV
HOMO energy ... -9.56 eV
ΔE to the lowest compared entry with this formula, charge and spin ... 49.92 kcal per mole
SMILES string ... CCC#CCO

XYZ file:
```
14
Properties=species:S:1:pos:R:3:lowdin_charge:R:1
C 0.56 -2.27 -0.76 -0.112
C 1.17 -0.87 -0.84 -0.265
C 0.24 0.22 -0.55 -0.038
C -0.39 1.17 -0.18 -0.007
C -0.92 2.37 0.48 -0.277
O -2.01 2.12 1.35 -0.063
H -0.29 -2.38 -1.44 0.075
H 1.32 -3.02 -1.02 0.070
H 0.22 -2.48 0.26 0.075
H 1.97 -0.77 -0.10 0.114
H 1.64 -0.71 -1.82 0.111
H -1.22 3.13 -0.25 0.116
H -0.07 2.79 1.05 0.119
H -2.06 1.17 1.50 0.082
```

---

2.
ORCA calculation (ωB97M-V/def2-TZVPD) on one molecule with the formula C5H8O.

Results
E_LUMO ... 0.883 eV
HOMO energy ... -10.13 eV
ΔE to the lowest compared entry with this formula, charge and spin ... 106.83 kcal per mole

XYZ file:
```
14
Properties=species:S:1:pos:R:3:lowdin_charge:R:1
C -1.23 0.79 -0.11 -0.099
C -0.18 -0.33 -0.20 -0.341
C 1.16 0.29 -0.61 -0.297
O 2.13 -0.66 -0.95 -0.079
C 0.40 -1.49 1.01 0.017
C -0.53 -0.88 1.57 0.024
H -0.97 1.54 0.64 0.088
H -2.24 0.42 0.11 0.080
H -1.27 1.29 -1.09 0.086
H -0.51 -1.05 -0.95 0.133
H 0.99 0.90 -1.50 0.126
H 1.49 0.96 0.20 0.131
H 2.08 -1.34 -0.25 0.047
H -1.33 -0.44 2.14 0.084
```

---

3.
ORCA calculation (ωB97M-V/def2-TZVPD) on one molecule with the formula C5H8O in a non-equilibrium geometry.

Results
E_LUMO ... 1.048 eV
HOMO energy ... -8.83 eV
ΔE to the lowest compared entry with this formula, charge and spin ... 42.29 kcal per mole
SMILES string ... C1=COCCC1

XYZ file:
```
14
Properties=species:S:1:pos:R:3:lowdin_charge:R:1
C 1.01 -0.74 -0.35 -0.147
C -0.21 -1.32 0.25 -0.204
C -1.58 0.48 -0.18 -0.210
C -0.55 1.27 -0.07 -0.145
C 0.90 0.85 -0.04 -0.173
H 1.97 -1.07 0.16 0.134
H 1.09 -0.87 -1.43 0.109
H -0.30 -1.15 1.32 0.128
H -0.12 -2.40 0.21 0.116
H -2.71 0.83 0.12 0.171
H -0.78 2.32 0.22 0.112
H 1.34 1.28 0.92 0.124
H 1.44 1.39 -0.80 0.082
O -1.51 -0.88 -0.33 -0.096
```

---

4.
ORCA calculation (ωB97M-V/def2-TZVPD) on C5H8O as an isolated structure in a non-equilibrium geometry.

Results
E_LUMO ... 0.923 eV
HOMO energy ... -8.80 eV
ΔE to the lowest compared entry with this formula, charge and spin ... 113.20 kcal per mole

XYZ file:
```
14
Properties=species:S:1:pos:R:3:lowdin_charge:R:1
O 1.02 0.86 1.50 -0.038
C 0.60 0.10 0.31 -0.490
C 0.62 0.77 -1.03 -0.051
C -0.63 0.79 -0.17 -0.149
C -1.30 -0.65 -0.36 -0.120
C -0.10 -1.25 0.41 -0.097
H 1.75 1.46 1.31 0.102
H 1.15 1.72 -1.12 0.094
H 0.75 0.13 -1.91 0.113
H -0.27 1.47 0.93 0.225
H -2.29 -0.81 0.08 0.091
H -1.36 -1.01 -1.41 0.104
H -0.38 -1.44 1.46 0.114
H 0.43 -2.13 0.02 0.102
```

---

5.
ORCA calculation (ωB97M-V/def2-TZVPD) on C5H8O as an isolated structure.

Results
E_LUMO (spin up / spin down) ... -0.069 / 0.171 eV
HOMO energy (spin up / spin down) ... -5.64 / -6.77 eV
ΔE to the lowest compared entry with this formula, charge and spin ... 133.46 kcal per mole

XYZ file:
```
14
Properties=species:S:1:pos:R:3:lowdin_charge:R:1
O -1.44 1.75 0.42 0.075
C -0.69 0.64 0.27 -0.392
C -1.07 -0.65 -0.49 -0.189
C 0.17 -1.48 -0.43 -0.170
C 1.34 -0.48 -0.41 -0.249
C 0.75 0.62 0.40 -0.054
H -0.90 2.55 0.35 0.118
H -0.15 0.12 1.31 0.221
H -1.32 -0.27 -1.50 0.126
H -1.97 -1.12 -0.08 0.114
H 0.18 -2.10 0.48 0.059
H 1.59 -0.09 -1.41 0.110
H 2.26 -0.89 0.02 0.104
H 1.26 1.39 0.98 0.129
```

---

6.
ORCA calculation (ωB97M-V/def2-TZVPD) on C5H8O as an isolated structure in a non-equilibrium geometry.

Results
E_LUMO ... 1.020 eV
HOMO energy ... -9.25 eV
ΔE to the lowest compared entry with this formula, charge and spin ... 82.85 kcal per mole

XYZ file:
```
14
Properties=species:S:1:pos:R:3:lowdin_charge:R:1
C 1.37 0.65 0.52 -0.013
C 0.35 0.05 1.47 -0.147
C -1.07 -0.61 0.70 -0.059
C -1.28 -0.59 -0.63 -0.077
C -0.19 0.06 -1.71 -0.267
O 0.98 0.62 -1.22 -0.196
H 1.49 1.73 0.56 0.097
H 2.29 0.09 0.41 0.096
H 0.72 -0.83 2.02 0.092
H -0.09 0.79 2.16 0.093
H -1.60 -0.96 1.59 0.078
H -2.12 -0.96 -1.25 0.094
H -0.84 0.79 -2.24 0.104
H -0.01 -0.82 -2.37 0.104
```

---

7.
ORCA calculation (ωB97M-V/def2-TZVPD) on one molecule with the formula C5H8O.

Results
E_LUMO ... 0.955 eV
HOMO energy ... -8.42 eV
ΔE to the lowest compared entry with this formula, charge and spin ... 62.26 kcal per mole

XYZ file:
```
14
Properties=species:S:1:pos:R:3:lowdin_charge:R:1
C -0.98 -1.19 0.64 -0.066
C 0.46 -0.71 0.33 -0.375
C 0.61 0.13 -0.96 -0.147
C 0.16 1.50 -0.48 -0.143
O 0.41 1.47 0.97 -0.090
C 0.68 0.29 1.46 -0.007
H -1.71 -0.67 0.01 0.081
H -1.10 -2.26 0.51 0.077
H 1.16 -1.54 0.38 0.127
H 0.03 -0.24 -1.81 0.117
H 1.67 0.16 -1.26 0.114
H -0.91 1.68 -0.62 0.120
H 0.73 2.34 -0.86 0.120
H -1.22 -0.96 1.69 0.071
```

---

8.
ORCA calculation (ωB97M-V/def2-TZVPD) on C5H8O as an isolated structure.

Results
E_LUMO ... 0.813 eV
HOMO energy ... -8.84 eV
ΔE to the lowest compared entry with this formula, charge and spin ... 131.77 kcal per mole

XYZ file:
```
14
Properties=species:S:1:pos:R:3:lowdin_charge:R:1
C 1.51 1.25 -0.83 -0.080
O 0.11 1.48 -0.99 -0.126
C -0.69 0.38 -0.97 -0.338
C -0.14 -1.02 -1.06 0.037
C -0.65 -0.86 0.15 -0.276
C -0.71 -1.34 1.56 -0.061
H 1.88 0.53 -1.56 0.087
H 1.98 2.23 -0.98 0.091
H 1.73 0.89 0.18 0.091
H -1.27 0.31 0.21 0.181
H -1.64 0.61 -1.47 0.147
H -0.12 -0.70 2.23 0.082
H -1.73 -1.41 1.94 0.077
H -0.26 -2.34 1.57 0.087
```

---

9.
ORCA calculation (ωB97M-V/def2-TZVPD) on C5H8O as an isolated structure in a non-equilibrium geometry.

Results
E_LUMO ... 1.129 eV
HOMO energy ... -9.79 eV
ΔE to the lowest compared entry with this formula, charge and spin ... 57.53 kcal per mole

XYZ file:
```
14
Properties=species:S:1:pos:R:3:lowdin_charge:R:1
C 0.35 1.17 -0.59 -0.051
C -0.78 0.18 -0.77 -0.324
C -0.15 -1.18 -0.40 -0.120
C 0.44 -0.78 0.99 -0.110
C -0.03 0.67 0.93 -0.270
O -1.39 0.59 0.49 -0.055
H 1.33 1.01 -1.05 0.115
H 0.04 2.23 -0.76 0.119
H -1.46 0.23 -1.60 0.138
H -0.92 -1.95 -0.32 0.109
H 0.61 -1.51 -1.11 0.111
H 0.04 -1.39 1.81 0.111
H 1.53 -0.83 1.04 0.109
H 0.39 1.55 1.33 0.120
```

---

10.
ORCA calculation (ωB97M-V/def2-TZVPD) on one molecule with the formula C5H8O in a non-equilibrium geometry.

Results
E_LUMO ... 0.827 eV
HOMO energy ... -8.55 eV
ΔE to the lowest compared entry with this formula, charge and spin ... 95.83 kcal per mole
SMILES string ... C=C=CCCO

XYZ file:
```
14
Properties=species:S:1:pos:R:3:lowdin_charge:R:1
C -1.68 -1.44 -2.00 -0.007
C -1.00 -0.68 -1.19 -0.187
C -0.52 0.10 -0.27 -0.100
C 0.95 0.07 0.23 -0.168
C 1.28 1.02 1.38 -0.296
O 0.36 0.87 2.44 -0.074
H -1.28 0.79 -0.87 0.179
H -2.07 -1.12 -2.95 0.057
H -1.86 -2.44 -1.63 0.060
H 1.09 -0.96 0.62 0.123
H 1.67 0.19 -0.59 0.113
H 2.27 0.80 1.80 0.119
H 1.31 2.06 1.01 0.112
H -0.51 0.76 2.02 0.068
```

---

11.
ORCA calculation (ωB97M-V/def2-TZVPD) on one molecule with the formula C5H8O.

Results
E_LUMO ... 1.040 eV
HOMO energy ... -9.70 eV
ΔE to the lowest compared entry with this formula, charge and spin ... 65.98 kcal per mole
SMILES string ... C#CCCOC

XYZ file:
```
14
Properties=species:S:1:pos:R:3:lowdin_charge:R:1
C 1.90 0.16 -1.42 -0.108
O 0.89 0.96 -0.84 -0.175
C 0.17 0.32 0.18 -0.259
C -1.35 0.52 0.10 -0.172
C -1.83 -0.38 1.15 -0.159
C -1.88 -1.21 2.03 0.110
H 2.09 -0.75 -0.83 0.083
H 1.62 -0.14 -2.43 0.087
H 2.84 0.73 -1.47 0.085
H 0.49 0.68 1.17 0.132
H 0.34 -0.76 0.15 0.111
H -1.65 1.56 0.29 0.119
H -1.74 0.25 -0.89 0.121
H -1.89 -1.94 2.81 0.026
```

---

12.
ORCA calculation (ωB97M-V/def2-TZVPD) on one molecule with the formula C5H8O in a non-equilibrium geometry.

Results
E_LUMO ... 0.712 eV
HOMO energy ... -9.52 eV
ΔE to the lowest compared entry with this formula, charge and spin ... 59.22 kcal per mole
SMILES string ... CC#CCCO

XYZ file:
```
14
Properties=species:S:1:pos:R:3:lowdin_charge:R:1
C 2.86 0.10 -0.24 -0.101
C 1.47 -0.25 -0.21 -0.099
C 0.28 -0.16 -0.03 -0.054
C -1.06 -0.50 -0.46 -0.207
C -2.19 -0.09 0.47 -0.288
O -2.15 1.30 0.73 -0.066
H 2.85 0.52 0.76 0.088
H 3.60 -0.69 -0.27 0.074
H 3.06 0.81 -1.06 0.090
H -1.16 0.00 -1.43 0.126
H -1.04 -1.59 -0.60 0.125
H -3.14 -0.29 -0.02 0.118
H -2.13 -0.67 1.39 0.118
H -1.24 1.50 0.97 0.077
```

---

13.
ORCA calculation (ωB97M-V/def2-TZVPD) on a 2-piece molecular cluster, C5H8O overall.

Results
E_LUMO (spin up / spin down) ... -0.257 / -0.257 eV
HOMO energy (spin up / spin down) ... -8.27 / -8.27 eV
ΔE to the lowest compared entry with this formula, charge and spin ... 120.04 kcal per mole

XYZ file:
```
14
Properties=species:S:1:pos:R:3:lowdin_charge:R:1
C -0.13 0.82 -1.18 -0.229
C 0.22 1.22 0.22 -0.034
C -0.37 0.65 1.31 -0.169
C -0.58 -0.73 1.09 0.022
C -0.95 -1.13 -0.28 -0.265
O -1.19 -0.08 -1.21 -0.136
H -0.45 1.72 -1.72 0.138
H 0.76 0.43 -1.71 0.130
H 2.30 -1.11 0.65 0.056
H 1.00 1.98 0.33 0.119
H -0.26 1.05 2.31 0.094
H 1.70 -1.27 1.06 0.019
H -1.87 -1.72 -0.20 0.131
H -0.18 -1.82 -0.67 0.123
```

---

14.
ORCA calculation (ωB97M-V/def2-TZVPD) on a 3-piece molecular cluster, C5H8O overall.

Results
E_LUMO ... 0.772 eV
HOMO energy ... -9.73 eV
ΔE to the lowest compared entry with this formula, charge and spin ... 102.83 kcal per mole
SMILES string ... C#C.C=C.C=O

XYZ file:
```
14
Properties=species:S:1:pos:R:3:lowdin_charge:R:1
C -1.68 -0.97 -0.44 -0.091
C -2.01 0.28 -0.15 -0.128
C 0.40 1.87 0.42 0.016
C 1.55 1.53 0.49 -0.021
C 1.77 -1.20 -0.03 -0.179
O 0.81 -1.92 -0.18 -0.024
H -1.56 -1.73 0.33 0.053
H -1.46 -1.29 -1.46 0.059
H -2.08 1.04 -0.92 0.051
H -2.18 0.60 0.88 0.052
H -0.62 2.20 0.37 0.015
H 2.59 1.31 0.58 0.035
H 2.22 -1.04 0.97 0.080
H 2.25 -0.67 -0.87 0.082
```

---

15.
ORCA calculation (ωB97M-V/def2-TZVPD) on one molecule with the formula C5H8O.

Results
E_LUMO ... 1.183 eV
HOMO energy ... -9.33 eV
ΔE to the lowest compared entry with this formula, charge and spin ... 40.70 kcal per mole
SMILES string ... C1C[C@@H]2C[C@@H]2O1

XYZ file:
```
14
Properties=species:S:1:pos:R:3:lowdin_charge:R:1
C 1.63 0.17 -0.32 -0.035
C 0.55 0.18 0.79 -0.196
C -0.73 0.87 0.29 -0.129
C -1.50 -0.30 -0.34 -0.185
O -0.49 -1.11 -0.93 -0.082
C 0.66 -0.96 -0.14 -0.317
H 1.49 0.98 -1.03 0.099
H 2.68 -0.14 -0.27 0.100
H 0.66 0.06 1.87 0.132
H -0.49 1.57 -0.51 0.108
H -1.30 1.42 1.05 0.113
H -2.19 0.03 -1.12 0.120
H -2.07 -0.88 0.41 0.122
H 1.11 -1.88 0.23 0.149
```

---

16.
ORCA calculation (ωB97M-V/def2-TZVPD) on one molecule with the formula C5H8O in a non-equilibrium geometry.

Results
E_LUMO ... 1.053 eV
HOMO energy ... -8.79 eV
ΔE to the lowest compared entry with this formula, charge and spin ... 52.45 kcal per mole
SMILES string ... C1=CCOCC1

XYZ file:
```
14
Properties=species:S:1:pos:R:3:lowdin_charge:R:1
C -0.12 -1.26 0.35 -0.257
C 1.19 -0.61 -0.25 -0.155
C 0.98 0.89 -0.12 -0.111
C -0.22 1.29 0.17 -0.119
C -1.45 0.51 -0.18 -0.182
H -0.08 -0.83 1.34 0.118
H -0.05 -2.33 0.28 0.122
H 1.93 -1.05 0.35 0.087
H 1.48 -0.85 -1.29 0.115
H 1.95 1.46 -0.38 0.134
H -0.34 2.24 0.69 0.107
H -2.32 0.50 0.54 0.140
H -1.75 0.91 -1.15 0.127
O -1.20 -0.88 -0.36 -0.127
```

---

17.
ORCA calculation (ωB97M-V/def2-TZVPD) on one molecule with the formula C5H8O in a non-equilibrium geometry.

Results
E_LUMO ... 0.899 eV
HOMO energy ... -9.30 eV
ΔE to the lowest compared entry with this formula, charge and spin ... 58.77 kcal per mole
SMILES string ... CC#CCCO

XYZ file:
```
14
Properties=species:S:1:pos:R:3:lowdin_charge:R:1
C 2.46 0.50 -0.10 -0.097
C 1.17 -0.12 -0.37 -0.107
C 0.19 -0.73 -0.68 -0.065
C -1.24 -0.96 -0.64 -0.167
C -1.77 0.08 0.45 -0.258
O -1.00 1.21 0.71 -0.068
H 2.66 0.70 0.97 0.080
H 3.14 -0.27 -0.45 0.076
H 2.59 1.42 -0.67 0.082
H -1.72 -0.78 -1.62 0.106
H -1.48 -2.00 -0.39 0.108
H -2.72 0.47 0.08 0.108
H -1.96 -0.49 1.37 0.115
H -0.32 0.96 1.34 0.087
```